111
Properties=species:S:1:pos:R:3:forces:R:3 method="wB97M-V/def2-TZVPD" total_charge=+1 energy_ha=-4801.081976 relative_energy_ev=0.000 homo_ev=-10.74 molar_mass_g_mol=824.00 gap_ev=8.63
H 0.8077 -0.6269 5.3482 0.04 0.05 0.01
C 6.2697 0.0710 -0.7637 0.04 0.41 0.21
H -1.5410 2.5248 -3.1977 0.21 0.12 0.08
H 1.8325 -1.4879 6.5375 0.03 -0.02 0.00
H -3.4700 0.1083 -0.5187 0.26 0.22 -0.12
S 6.6138 0.1646 -2.5318 1.10 1.17 0.35
N -4.6742 -1.7193 -1.9114 0.15 0.37 0.04
C -1.3113 4.0306 1.6927 0.63 -0.17 -0.90
C 5.3941 1.2163 -0.2531 -1.06 0.09 0.07
H -2.5596 3.3524 7.3308 0.03 0.00 0.00
H -0.9095 -1.9737 1.3249 0.38 0.22 -0.35
O -1.6781 -0.4210 2.9055 -0.50 0.28 -0.06
H -4.2581 -2.1010 -2.7593 -0.03 0.29 -0.22
C -1.2623 1.5319 -1.3528 0.62 0.60 0.01
O -1.4914 5.1481 4.4390 -0.02 0.00 0.23
H -8.5773 -4.4307 -4.9788 0.01 0.04 0.01
C 1.7244 -1.2024 5.4919 -0.14 0.01 -0.08
H -0.4161 6.5285 6.7899 0.02 -0.04 -0.05
H -1.0434 -1.8030 -0.6692 -0.31 -0.24 0.06
C 1.2404 0.6170 0.7475 2.18 1.12 -0.32
C 1.8131 -0.3711 -0.2906 -0.76 -0.23 0.45
O -3.5826 -3.0653 -0.3874 -0.10 0.08 0.19
H -0.9521 4.7512 2.4223 -0.43 -0.08 0.01
H 0.5866 -0.9604 2.6966 0.26 0.36 -0.67
C -3.0525 1.0532 -3.1970 0.61 0.35 -0.29
H -3.5358 4.3973 6.2535 0.04 0.04 -0.03
P -0.6022 -0.7717 1.9775 -0.91 -0.68 1.44
S -1.1965 4.5385 5.7665 0.02 0.00 0.10
H 2.9258 0.7882 7.1427 0.03 -0.04 -0.01
C -0.5731 0.2849 -0.7536 -1.86 0.41 -2.17
C -2.6934 3.7082 6.3094 -0.11 -0.02 0.01
H 3.0713 -4.1748 1.2631 0.09 -0.14 -0.22
H 1.9288 -1.4424 -2.5369 0.13 0.14 0.18
H -2.8682 2.8607 5.6493 0.06 0.01 -0.02
H 1.6215 1.5496 0.3296 -0.80 0.38 -0.06
H 4.4124 0.1671 1.3091 -0.53 0.00 0.39
H 1.7018 0.6424 1.7342 -0.49 -0.52 0.34
H 0.3910 2.9589 2.4156 0.07 -0.38 0.04
H 7.2573 0.1762 -0.3227 0.26 -0.11 -0.27
H 1.7004 -2.0986 4.8728 0.10 -0.01 0.02
H 3.5892 1.6644 0.7353 -0.18 -0.10 0.31
S -6.4253 -3.4113 -4.7651 -0.13 -0.10 0.11
C 1.3074 1.1190 -2.2292 0.53 1.51 0.80
H -3.3073 1.5321 -4.1405 -0.15 -0.03 -0.08
C 2.8479 1.1443 6.1159 -0.09 0.12 -0.01
C -1.5469 -0.8922 -0.9879 0.33 -0.23 1.07
H -0.5864 2.3754 -1.2066 0.06 0.00 0.05
H -1.7018 -1.0561 -2.0505 0.24 0.51 -0.24
H -3.7801 1.3933 -2.4647 -0.14 -0.22 0.10
H 0.0663 -0.6340 -6.3478 -0.12 0.02 -0.17
Cl 5.3118 -1.1636 -3.3873 0.06 -0.04 0.08
H 5.0650 1.8643 -1.0643 0.26 -0.05 -0.26
H -5.4168 -4.2570 -2.7764 0.04 -0.02 -0.02
C 1.8294 2.1508 -2.5817 -0.75 -0.92 -0.04
H 3.4917 0.3556 -1.5560 -0.47 0.05 -0.08
H -0.7952 -2.0070 -5.6594 -0.08 -0.19 -0.19
C 3.3070 -0.0975 -0.5833 0.30 0.50 0.67
H -3.1115 -0.0125 -3.3860 -0.27 -0.16 0.27
H -2.1899 6.4093 6.8800 -0.01 -0.03 -0.06
H 5.9618 1.8665 0.4060 0.17 -0.12 0.15
H -5.9402 -5.5747 -3.8469 0.01 0.03 -0.05
C -1.2537 5.8606 6.9794 -0.02 0.08 0.07
O 0.4078 -0.8502 -3.7368 -0.22 -0.15 0.51
H -2.2881 3.6305 1.9537 0.01 0.07 0.41
H 2.1567 3.0628 -3.0114 0.26 0.13 -0.11
C -6.2130 -4.6053 -3.4304 -0.03 -0.08 0.02
C -0.2423 2.9302 1.5273 -0.20 1.00 0.44
N -0.2492 0.5849 0.7274 0.42 -2.16 0.31
H -7.1409 -4.6835 -2.8630 0.00 0.02 -0.01
C 0.7818 -0.0108 -1.4566 1.34 -1.21 -0.64
H 2.8177 -1.2457 1.9775 0.17 0.12 -0.09
H 0.3682 -2.1174 -2.1418 -0.06 0.09 0.32
H 0.7546 -2.2481 0.1999 -0.08 0.01 -0.24
O 6.3140 1.4659 -3.0252 -1.09 0.16 -0.10
H -1.4119 4.5243 0.7267 -0.24 0.12 0.00
H 3.8223 -1.0523 -0.6112 -0.10 -0.21 -0.17
C 1.7739 -1.8701 0.1188 -0.72 0.32 0.75
C 4.0921 0.7458 0.4476 1.13 0.01 -1.02
H 0.6013 -2.2690 -6.7542 0.02 -0.12 -0.03
H 1.7016 -2.5691 2.1513 0.03 0.04 0.18
H -1.8956 1.6227 1.3356 -0.01 -0.22 -0.20
Cl 4.4248 -3.2672 2.9230 0.17 0.00 -0.18
H 3.6095 1.8997 5.9346 0.04 -0.05 -0.03
H 4.2078 -3.0256 0.5386 0.28 0.05 0.13
H -2.1667 1.8147 -0.8200 -0.09 -0.27 0.23
N -0.8921 1.6408 1.3877 0.89 0.69 0.04
H 1.8596 1.5674 5.9329 0.00 -0.04 -0.04
O -5.1967 -3.4659 -5.5984 0.10 0.00 0.08
H 5.9266 -0.9259 -0.5023 -0.12 -0.07 -0.17
C -7.6989 -4.3465 -5.6185 -0.08 -0.04 -0.10
C -2.9176 -0.8034 -0.3100 -0.72 -0.27 -0.40
O 2.8526 0.2842 3.6108 -0.26 0.06 -0.02
H -7.3181 -5.3348 -5.8752 0.06 0.03 0.01
C 3.5322 -3.1987 1.3705 -0.30 0.08 0.47
H -2.9073 -0.9573 0.7694 0.19 0.10 0.06
C 1.0866 -1.5787 -4.7522 0.13 0.19 -0.82
H -1.1638 5.4387 7.9803 0.02 -0.02 -0.01
C 0.1833 -1.6473 -5.9697 0.00 0.35 0.53
S 3.1423 -0.2220 4.9925 0.13 -0.06 0.12
H 2.2389 -2.4869 -0.6457 0.08 0.10 -0.17
C -3.7505 -1.9626 -0.8487 0.20 -0.77 0.27
H -0.9360 0.9217 -3.4663 0.22 0.00 0.22
H 1.9938 -1.0291 -5.0292 0.15 -0.06 0.21
C -1.6191 1.4975 -2.8463 -0.58 -0.01 -0.28
H -5.5042 -2.2813 -1.7588 0.01 -0.14 0.14
H 1.3916 -2.5731 -4.4169 -0.20 -0.07 0.19
H -7.9607 -3.8075 -6.5264 0.03 0.04 0.01
C 0.8663 -1.1941 -2.4442 0.03 -0.26 -0.88
C 2.4506 -2.1395 1.4854 -0.14 -0.51 -0.48
H 0.3890 3.2282 0.6905 -0.04 -0.34 -0.24
O 7.9589 -0.2401 -2.7309 0.22 -1.29 -0.08

107
Properties=species:S:1:pos:R:3:forces:R:3 method="wB97M-V/def2-TZVPD" total_charge=0 energy_ha=-2131.872299 relative_energy_ev=0.758 homo_ev=-7.76 smiles="CCN(CC)CC.CCN(CC)CC.O=C1CCCO1.O=C1CCCO1.O=C1CCCO1.CC(N)=O.CC(N)=O.CC(N)=O" molar_mass_g_mol=637.86 gap_ev=7.79
H -0.4605 -6.6770 -2.3292 -0.09 -0.22 0.10
H 5.9371 3.2265 -5.3466 0.01 -0.25 -0.02
H -2.5665 1.8947 -0.4203 0.00 -0.05 -0.07
H 0.6159 -2.0596 -1.3249 0.18 0.07 -0.04
H -0.4182 4.7128 1.0348 -0.12 0.54 -0.12
C 3.4839 1.6567 -4.2992 -0.52 0.69 0.43
H -4.6427 -3.5100 2.1815 0.06 0.26 0.10
C 3.0429 -4.1152 -2.2801 0.09 0.28 0.34
C 0.4978 -4.3861 -3.6483 -1.60 -0.62 -0.56
H 3.0994 -3.0400 -2.4660 0.03 -0.03 -0.06
H 3.1035 -0.1660 4.7084 0.36 -0.17 0.22
O -0.8562 -2.6490 1.7213 -0.45 -0.14 0.07
H 1.8185 4.3685 -0.7322 -0.26 0.48 0.11
N 0.5335 -4.2442 -2.2152 1.22 1.56 0.80
H 0.1207 -5.3928 -3.9075 0.17 -0.01 0.00
H -2.6685 5.2681 2.2887 0.11 0.25 -0.45
H -1.5153 -4.3344 -2.0313 0.00 -0.17 -0.08
C -3.5401 -2.6188 3.8498 -1.59 0.11 -0.40
C -2.4403 4.3030 1.8265 0.66 0.34 0.68
H -1.2702 3.4052 0.2737 0.05 -0.13 0.26
H -2.6758 -4.4854 1.2805 -0.25 -0.38 0.15
H 0.2669 -1.8809 0.3375 0.10 0.55 -0.02
H 2.2603 6.6307 -2.3364 -0.04 0.07 -0.18
H 3.9134 -4.4202 -1.6952 -0.01 0.19 0.07
H -3.0942 1.7752 2.1147 0.63 0.53 -0.05
C 1.2098 -0.2345 -0.6119 0.37 -0.49 -0.59
H 0.7665 1.2033 3.5452 0.24 -0.11 0.06
H -1.6782 -6.6378 -1.0591 -0.10 0.24 0.08
C 4.0775 3.8878 -4.6195 -0.08 -1.04 0.08
N 0.7109 -1.4935 -0.4872 -0.10 -0.09 -0.15
C -1.8474 -2.9267 2.3461 0.53 0.02 0.82
C -0.7092 -6.2422 -1.3575 0.46 0.07 -0.45
H 1.4174 -4.1026 2.4191 -0.09 0.00 0.02
C 1.3612 6.0636 -2.1229 -0.47 -0.28 0.63
H -5.4364 3.7999 0.3932 -0.09 0.18 0.43
O -1.0623 4.6756 -4.0719 -0.72 -0.11 -0.74
O 3.9301 5.0299 -4.8975 -0.15 1.06 -0.06
H 1.8313 -3.9894 -0.5194 -0.43 0.07 0.01
C -3.7238 2.2746 1.3776 -1.24 -1.04 -0.03
H -1.2433 -2.9676 -3.6752 0.02 -0.26 0.23
H 0.0806 -2.5326 -4.7195 0.02 0.02 0.20
N -3.6653 3.6908 1.4147 -0.01 0.40 1.23
N 0.5606 -4.5594 4.7666 -0.32 -0.49 -0.14
C 1.5362 0.8769 5.4942 0.04 -0.05 0.22
C -4.8969 5.7882 1.0440 -0.27 0.18 0.47
H 2.5698 4.3204 -2.2667 -0.24 -0.22 -0.28
H 5.1509 1.6566 -2.8902 -0.07 -0.30 0.04
H -4.3392 -1.8749 3.8279 0.22 0.15 0.05
C 1.7894 -4.4822 -1.4906 0.22 -1.46 -1.41
H 3.4251 0.7221 6.2066 0.23 -0.14 -0.03
H -1.9828 3.7972 2.6862 -0.32 -0.52 -0.19
H -4.7126 1.9299 1.7378 -0.12 0.30 -0.19
C -1.4093 4.3975 0.7119 -0.40 -0.56 -0.46
C -4.5394 4.4204 0.5354 -0.35 -0.91 -1.28
H 0.2749 0.4397 1.2062 0.25 -0.16 0.27
H -3.5943 0.5660 0.1277 0.04 -0.11 -0.17
O 1.6742 0.1608 -1.6852 -0.30 -0.08 0.84
H 0.8027 6.5317 -1.3049 0.06 0.22 -0.16
H 0.4175 -5.2593 4.0615 0.15 0.04 -0.09
C -2.6288 -4.2293 2.3404 -0.17 0.45 -0.58
H -1.8661 4.9532 -0.1121 0.58 0.49 0.04
H -5.3454 5.6623 2.0332 0.25 0.21 0.11
H -4.4838 -4.5687 3.5436 0.26 -0.14 0.05
H -4.1789 4.4480 -0.5142 0.30 0.36 0.22
H 5.5135 0.9747 -4.5132 0.15 -0.13 0.30
O 3.0339 3.0353 -4.4802 0.18 -0.28 0.08
C 5.3769 3.1477 -4.4148 0.11 -0.11 0.33
H -0.3373 3.4812 -1.6879 0.07 0.01 0.20
O 1.1374 1.5800 6.3976 -0.18 0.31 0.28
H 3.1320 -4.6494 -3.2221 -0.12 -0.01 -0.04
C 0.4354 3.8376 -2.3563 0.97 0.74 -1.17
O -2.3982 -2.0539 3.2182 0.42 -0.15 -0.10
H 0.0446 -6.5877 -0.6506 -0.07 -0.09 0.07
H 1.8677 -5.5769 -1.3554 0.15 0.16 0.54
O 0.5153 6.0248 -3.2802 0.19 0.22 0.14
H -0.3882 0.5848 4.6416 -0.06 -0.65 0.14
H 2.8961 1.2438 -3.4804 -0.04 -0.08 -0.11
C 1.7393 -3.2994 3.0788 0.91 0.11 -0.73
C -3.5369 1.6496 0.0123 0.34 -0.53 -0.22
O 1.5337 -2.6105 5.3490 0.02 0.08 0.01
H -4.0121 6.4189 1.1054 -0.06 0.13 0.12
C 1.2664 -3.4264 4.4922 0.02 0.13 0.22
H 2.8354 -3.2980 3.1030 -0.07 -0.30 0.15
H 0.8001 3.0404 -3.0029 -0.23 -0.35 0.26
H -5.6422 6.3194 0.4531 0.10 -0.21 -0.34
C -0.1451 4.8477 -3.3410 0.19 -0.11 0.75
C 0.6484 0.4614 4.3469 0.54 0.86 -0.35
H 2.0928 0.5525 1.2288 -0.04 -0.31 0.09
H -0.6734 -4.2432 -0.5248 0.18 0.02 0.01
H 0.9737 -0.5017 3.9652 -0.57 -0.20 0.00
C -0.4673 -3.3871 -4.3120 0.27 0.32 -0.68
H -2.1168 -5.0293 2.8718 0.21 0.16 0.08
H 1.5254 -2.3503 2.5913 -0.49 0.05 0.32
H -3.4070 -2.8785 4.8991 0.69 -0.06 -0.08
C -3.9535 -3.8081 2.9739 -0.04 -0.29 -0.11
C 1.6342 4.6050 -1.7829 0.48 -0.72 0.40
H -0.9499 -3.8515 -5.1767 -0.07 0.00 0.11
H -4.3080 1.9428 -0.6995 -0.02 0.10 0.04
H 5.9690 3.6443 -3.6472 -0.03 0.20 -0.12
C 4.9727 1.7377 -3.9576 0.12 0.32 -0.89
H 0.4286 -4.8665 5.7147 0.00 0.33 0.14
N 2.8218 0.4292 5.4622 -0.65 0.22 -0.46
H 1.1332 1.6553 0.2714 0.05 0.02 0.09
C 1.1851 0.6271 0.6353 -0.48 0.53 -0.72
H 1.4329 -4.3055 -4.1863 0.37 0.11 0.57
H 3.2334 1.1409 -5.2249 0.27 -0.12 0.00
C -0.6313 -4.7159 -1.5130 -0.68 -0.08 0.28